#w
The following is a DFT calculation (ωB97M-V/def2-TZVPD) of a structure of composition CH5NO2P.

Computed properties:
**Lowest unoccupied orbital energy**: 4.554 eV
**Orbital gap**: 7.33 eV
**Molecular weight**: 94.03 g/mol

Structure (ORCA input):
```
! RIJCOSX wB97M-V def2-TZVPD def2/J DEFGRID3
* xyz -1 1
C 1.67039 -0.64773 -0.00160
N -1.20050 0.86558 1.71650
O 1.48583 1.99433 0.45732
O -1.32435 0.80616 0.33181
P 0.83298 1.06266 -0.48041
H 1.49746 -1.36488 -0.75712
H 0.89125 -0.92809 0.82038
H 2.72206 -0.73854 0.36075
H -0.61995 0.10986 2.03306
H -0.69408 1.64425 1.96586
*
```


#x
The following is a DFT calculation (ωB97M-V/def2-TZVPD) of a cluster of 2 separate species, CH5NO2P in total.

Computed properties:
**Lowest unoccupied orbital energy**: 4.114 eV
**Orbital gap**: 7.87 eV
**Molecular weight**: 94.03 g/mol

Structure (ORCA input):
```
! RIJCOSX wB97M-V def2-TZVPD def2/J DEFGRID3
* xyz -1 1
C 2.02139 -1.58167 -0.06648
N -1.62777 1.44406 -0.07369
O 4.02705 0.28547 0.26226
O 1.76556 1.16316 -0.50469
P 2.55780 0.01642 0.02747
H 1.05571 -1.67796 -0.08174
H -1.66939 0.39993 0.19484
H 2.82133 -2.29345 0.30600
H -1.75021 2.18964 0.59992
H -0.59992 1.47840 -0.35372
*
```


Most stable: #x. Least stable: #w.


#w
The following is a DFT calculation (ωB97M-V/def2-TZVPD) of the ion C8H15N2O with charge +1.

Computed properties:
**Lowest unoccupied orbital energy**: -3.296 eV
**SMILES string**: CC(=O)/N=C(\C)[C@@H]1[C@@H](C)[N@@H+]1C
**Orbital gap**: 9.70 eV
**Molecular weight**: 155.22 g/mol

Structure (ORCA input):
```
! RIJCOSX wB97M-V def2-TZVPD def2/J DEFGRID3
* xyz 1 1
C 3.34734 -1.07132 -0.45029
C 2.72077 -0.04075 0.48268
O 3.34244 0.63579 1.25346
N 1.31628 0.00787 0.36990
C 0.49103 0.73037 -0.25757
C 0.95800 1.88379 -0.98381
C -0.93688 0.49568 -0.40285
C -1.88178 0.28536 0.78968
C -3.24231 0.87038 0.97396
N -1.60496 -0.74430 -0.19126
C -0.82543 -1.91765 0.26533
H 2.87218 -1.97026 -0.48627
H 4.33326 -1.21333 0.00152
H 3.31953 -0.66107 -1.55492
H 1.99483 2.24894 -0.63843
H 0.19290 2.77244 -0.92790
H 1.11698 1.55806 -1.94850
H -1.36334 0.91893 -1.35105
H -1.46383 0.02423 1.73000
H -3.24263 1.38330 1.89418
H -3.86772 -0.01660 1.01218
H -3.39267 1.53646 0.07079
H -2.21676 -1.04349 -0.95714
H 0.10789 -1.98049 -0.11042
H -0.80637 -1.84382 1.36077
H -1.26875 -2.84849 0.05596
*
```


#x
The following is a DFT calculation (ωB97M-V/def2-TZVPD) of a cluster of 2 separate species, C8H15N2O in total.

Computed properties:
**Lowest unoccupied orbital energy (alpha / beta)**: -4.597 / -4.667 eV
**Orbital gap (alpha / beta)**: 7.18 / 7.71 eV
**Molecular weight**: 155.22 g/mol

Structure (ORCA input):
```
! RIJCOSX wB97M-V def2-TZVPD def2/J DEFGRID3
* xyz 1 1
C 2.78131 -0.74992 0.85806
C 1.32371 -0.74832 0.91945
C 3.14967 -0.15234 -0.38083
C 0.92679 -0.10444 -0.23925
C -1.48739 -2.13481 -0.30322
C -2.78964 -0.15643 -0.11857
C 0.27754 2.72235 0.42932
C -0.43362 0.02146 -0.56503
N 2.00704 0.24911 -1.06801
N -1.45583 -0.77134 0.10993
O -0.76062 1.92612 0.31433
H 3.50052 -1.24536 1.48604
H 0.77949 -0.89763 1.77578
H 4.17392 0.00990 -0.63375
H -2.00968 -2.20919 -1.31791
H -0.43630 -2.55104 -0.30704
H -2.07527 -2.73164 0.51740
H -3.56953 -0.80533 0.38072
H -2.76339 0.87102 0.38204
H -2.98884 -0.14052 -1.23844
H 0.58466 2.92597 1.48370
H 0.01934 3.77714 -0.02206
H 1.10333 2.22133 -0.25343
H -0.62339 0.51105 -1.52563
H 1.78745 0.92530 -1.70139
H -1.02124 -0.76245 1.01781
*
```


#y
The following is a DFT calculation (ωB97M-V/def2-TZVPD) of the ion C8H15N2O with charge +1.

Computed properties:
**Lowest unoccupied orbital energy (alpha / beta)**: -6.594 / -6.593 eV
**Orbital gap (alpha / beta)**: 7.32 / 7.32 eV
**Molecular weight**: 155.22 g/mol

Structure (ORCA input):
```
! RIJCOSX wB97M-V def2-TZVPD def2/J DEFGRID3
* xyz 1 1
C -1.75751 0.27377 0.13981
C 0.13194 1.81255 -0.79846
C 1.14244 0.69473 -1.10475
C 0.00675 0.83857 1.60220
C -0.77531 1.37727 0.43701
C 1.72255 0.04115 0.14540
C 2.24187 -1.42964 -0.33338
C -1.55746 -2.20743 0.14040
N 0.97224 -0.10982 1.25620
N -1.27055 -0.84554 0.39067
O -2.93366 0.56445 -0.42263
H 0.54687 2.86408 -0.47130
H -0.51011 1.92151 -1.64426
H 0.52996 -0.17985 -1.56807
H 1.82630 1.13356 -1.84847
H 0.54179 1.53052 2.22481
H -0.73512 0.37166 2.43576
H -1.56964 2.12234 0.68319
H 2.44202 0.74702 0.38831
H 1.36634 -1.86247 -0.90456
H 2.49669 -2.10890 0.46575
H 3.17769 -1.05309 -0.98299
H -0.72662 -2.82306 0.39535
H -1.71060 -2.45810 -0.93522
H -2.37658 -2.66769 0.71259
H -3.22232 1.45244 -0.40335
*
```


Most stable: #w. Least stable: #y.


#w
The following is a DFT calculation (ωB97M-V/def2-TZVPD) of a cluster of 2 separate species, CH3NO3Si in total.

Computed properties:
**Lowest unoccupied orbital energy**: -1.075 eV
**Orbital gap**: 9.46 eV
**Molecular weight**: 105.12 g/mol

Structure (ORCA input):
```
! RIJCOSX wB97M-V def2-TZVPD def2/J DEFGRID3
* xyz 0 1
C -2.98437 -0.10556 0.05018
N -4.06751 0.30014 -0.09661
O 0.31214 -0.31659 -1.55535
O 0.54748 -1.04954 1.19138
O 0.19333 1.39670 0.40344
Si -0.10205 -0.09434 0.01608
H -0.36438 -0.23241 -2.19065
H 0.33436 -1.98950 1.16983
H 0.10372 1.80869 1.17943
*
```


#x
The following is a DFT calculation (ωB97M-V/def2-TZVPD) of an isolated molecule of CH3NO3Si.

Computed properties:
**Lowest unoccupied orbital energy**: 0.032 eV
**SMILES string**: N#C[Si](O)(O)O
**Orbital gap**: 11.59 eV
**Molecular weight**: 105.12 g/mol

Structure (ORCA input):
```
! RIJCOSX wB97M-V def2-TZVPD def2/J DEFGRID3
* xyz 0 1
N 2.85800 0.10121 0.27095
C 1.77294 -0.31005 0.11458
Si -0.46024 -0.09899 -0.11323
O -0.61812 0.08318 -1.67854
O -0.91884 1.04257 0.95011
O -1.07790 -1.52484 0.27908
H -0.63165 0.93848 -2.11844
H -0.06425 1.57087 1.18320
H -0.85992 -1.80243 1.11231
*
```


Most stable: #x. Least stable: #w.


#w
The following is a DFT calculation (ωB97M-V/def2-TZVPD) of a cluster of 2 separate species, C2H2N2O3 in total.

Computed properties:
**Lowest unoccupied orbital energy**: -0.712 eV
**SMILES string**: N#CC=O.O=NO
**Orbital gap**: 10.35 eV
**Molecular weight**: 102.05 g/mol

Structure (ORCA input):
```
! RIJCOSX wB97M-V def2-TZVPD def2/J DEFGRID3
* xyz 0 1
N -1.52302 0.23814 -1.69901
C -1.49075 -0.16014 -0.61882
C -1.12987 -0.88430 0.53737
O -1.15460 -0.55024 1.69416
H -0.65889 -1.85242 0.19235
O 2.18459 -0.30624 -0.80435
N 2.14399 0.67332 -0.11800
O 0.81843 1.01565 0.16460
H 0.81013 1.82623 0.65170
*
```


#x
The following is a DFT calculation (ωB97M-V/def2-TZVPD) of an isolated molecule of C2H2N2O3.

Computed properties:
**Lowest unoccupied orbital energy**: -0.593 eV
**SMILES string**: N#C[C@@H](O)ON=O
**Orbital gap**: 10.81 eV
**Molecular weight**: 102.05 g/mol

Structure (ORCA input):
```
! RIJCOSX wB97M-V def2-TZVPD def2/J DEFGRID3
* xyz 0 1
N -2.57462 -0.94894 0.15721
C -1.58818 -0.37201 0.16922
C -0.24699 0.26477 0.26129
O 0.15140 0.43355 1.59313
O 0.61444 -0.39974 -0.62693
N 1.43035 0.38714 -1.48930
O 2.29748 -0.26487 -1.92179
H -0.19072 1.37940 -0.12600
H 0.10684 -0.47930 1.98317
*
```


#y
The following is a DFT calculation (ωB97M-V/def2-TZVPD) of an isolated molecule of C2H2N2O3.

Computed properties:
**Lowest unoccupied orbital energy**: -0.212 eV
**SMILES string**: O=c1ncn(O)o1
**Orbital gap**: 10.40 eV
**Molecular weight**: 102.05 g/mol

Structure (ORCA input):
```
! RIJCOSX wB97M-V def2-TZVPD def2/J DEFGRID3
* xyz 0 1
O -1.76395 -1.87487 0.59323
C -0.73812 -1.25683 0.47375
N 0.47322 -1.44533 -0.32864
C 0.92221 -0.28344 -0.56658
N 0.49994 0.65689 0.24911
O -0.03881 1.75693 -0.30986
O -0.76096 -0.01641 0.81259
H 1.73294 -0.03957 -1.37146
H -0.32647 2.50262 0.44787
*
```


Most stable: #x. Least stable: #y.


#w
The following is a DFT calculation (ωB97M-V/def2-TZVPD) of an isolated molecule of C21H32N4O3.

Computed properties:
**Lowest unoccupied orbital energy**: 0.672 eV
**SMILES string**: CCCCC/C=C/CC(=O)N1CC[C@@H]2C[C@]2(C(=O)NCc2nc(C)no2)CC1
**Orbital gap**: 9.94 eV
**Molecular weight**: 388.51 g/mol

Structure (ORCA input):
```
! RIJCOSX wB97M-V def2-TZVPD def2/J DEFGRID3
* xyz 0 1
C -7.33390 1.65829 -1.49413
C -5.86994 2.06622 -1.39163
C -5.03710 1.07541 -0.58821
C -3.57253 1.47512 -0.47815
C -2.72776 0.45440 0.28434
C -1.27253 0.80687 0.26429
C -0.52332 1.04439 1.33226
C 0.92047 1.44167 1.25149
C 1.75882 0.78884 2.34703
O 1.23162 0.42900 3.38556
N 3.10829 0.69590 2.15702
C 3.94068 0.23975 3.26941
C 5.06878 -0.67261 2.79934
C 4.52729 -1.81270 1.98307
C 5.24492 -2.37010 0.80749
C 4.02769 -1.49542 0.58010
C 2.78677 -2.26789 0.24671
O 2.66540 -3.44888 0.52959
N 1.77437 -1.58684 -0.35114
C 0.53909 -2.26042 -0.66727
C -0.21848 -1.53877 -1.72512
N -1.44635 -1.72272 -2.07576
C -1.61934 -0.76635 -3.05124
C -2.90390 -0.56298 -3.76611
N -0.56647 -0.04221 -3.28373
O 0.38760 -0.56248 -2.39916
C 4.23981 -0.09167 0.02970
C 3.80904 1.08934 0.95190
H -7.91236 2.37649 -2.07612
H -7.43464 0.68206 -1.97324
H -7.78895 1.58708 -0.50417
H -5.44238 2.16374 -2.39498
H -5.79315 3.05642 -0.93230
H -5.46440 0.97090 0.41502
H -5.10974 0.08335 -1.05049
H -3.15355 1.60652 -1.48326
H -3.49128 2.44969 0.01335
H -3.07395 0.38005 1.31902
H -2.87023 -0.53228 -0.16914
H -0.82871 0.92344 -0.72454
H -0.93666 0.95456 2.33051
H 1.29737 1.25015 0.24716
H 1.02169 2.52332 1.40855
H 4.35412 1.10747 3.79603
H 3.28667 -0.28545 3.96105
H 5.80693 -0.11171 2.21961
H 5.59784 -1.05040 3.67701
H 3.89730 -2.51515 2.51588
H 6.19638 -1.92861 0.53944
H 5.12523 -3.42353 0.60235
H 1.87694 -0.61908 -0.59363
H 0.75960 -3.27671 -0.99830
H -0.11411 -2.34714 0.20510
H -2.82130 0.26563 -4.46491
H -3.17663 -1.46901 -4.30635
H -3.69553 -0.35510 -3.04549
H 5.29895 0.03075 -0.19743
H 3.74175 -0.00547 -0.93944
H 3.20778 1.80325 0.39654
H 4.70001 1.64161 1.25950
*
```


#x
The following is a DFT calculation (ωB97M-V/def2-TZVPD) of an isolated molecule of C21H32N4O3.

Computed properties:
**Lowest unoccupied orbital energy**: 0.813 eV
**SMILES string**: CCN1CCN(CCCNC(=O)CCC(=O)N2CCOc3ccccc32)CC1
**Orbital gap**: 8.93 eV
**Molecular weight**: 388.51 g/mol

Structure (ORCA input):
```
! RIJCOSX wB97M-V def2-TZVPD def2/J DEFGRID3
* xyz 0 1
C -3.53312 4.97350 -0.54095
C -2.12754 5.51706 -0.25557
N -1.10834 4.54458 0.07816
C -0.81579 3.59240 -0.97415
C 0.44117 2.80831 -0.61248
N 0.23476 2.10091 0.63811
C 1.35448 1.23776 0.96580
C 0.94494 0.13264 1.94089
C 2.13160 -0.72966 2.37764
N 2.80212 -1.38490 1.27759
C 2.75380 -2.71226 1.05924
O 2.17059 -3.49339 1.78783
C 3.49298 -3.15091 -0.19933
C 2.50503 -3.26752 -1.37615
C 1.52030 -2.10807 -1.32984
O 1.90546 -0.98183 -1.59272
N 0.23054 -2.37616 -0.99039
C -0.24886 -3.58293 -0.34319
C -0.90935 -3.19928 0.98012
O -1.99571 -2.32163 0.79460
C -1.86356 -1.41324 -0.21272
C -2.89580 -0.49082 -0.35559
C -2.87490 0.43286 -1.37872
C -1.81974 0.44249 -2.27682
C -0.78697 -0.46288 -2.14003
C -0.78551 -1.39158 -1.10502
C -0.06502 3.06355 1.68069
C -1.33250 3.83035 1.31712
H -3.92286 4.43888 0.32174
H -4.20294 5.79975 -0.76522
H -3.51981 4.30004 -1.39425
H -1.77197 6.06365 -1.13471
H -2.18085 6.22386 0.57837
H -0.65130 4.13754 -1.90672
H -1.63579 2.87137 -1.11605
H 0.64863 2.07515 -1.39446
H 1.29316 3.50834 -0.54233
H 2.20134 1.81224 1.38726
H 1.68310 0.77492 0.03216
H 0.50314 0.56507 2.83901
H 0.18266 -0.47759 1.45868
H 2.86147 -0.10290 2.90249
H 1.79681 -1.52012 3.05428
H 3.19160 -0.78717 0.56508
H 3.95948 -4.11875 -0.01505
H 4.26621 -2.42198 -0.44083
H 2.01368 -4.23660 -1.37738
H 3.05958 -3.16849 -2.31174
H -0.98038 -4.07524 -0.99540
H 0.56193 -4.26730 -0.11133
H -0.15693 -2.74600 1.63626
H -1.31326 -4.08528 1.47533
H -3.70781 -0.53129 0.35285
H -3.68705 1.13711 -1.48056
H -1.80197 1.14947 -3.09201
H 0.03020 -0.45746 -2.84181
H -0.22288 2.53915 2.62451
H 0.76448 3.78289 1.81193
H -1.56559 4.55178 2.10420
H -2.16004 3.10504 1.23725
*
```


Most stable: #x. Least stable: #w.


#w
The following is a DFT calculation (ωB97M-V/def2-TZVPD) of an isolated molecule of C4H6FN.

Computed properties:
**Lowest unoccupied orbital energy**: 0.985 eV
**SMILES string**: C#C[C@@](C)(N)F
**Orbital gap**: 10.87 eV
**Molecular weight**: 87.10 g/mol

Structure (ORCA input):
```
! RIJCOSX wB97M-V def2-TZVPD def2/J DEFGRID3
* xyz 0 1
C -1.13409 -2.34797 -0.23652
C -0.43293 -1.41551 -0.55854
C 0.51833 -0.04020 -0.49423
C -0.53207 0.99552 0.00636
N 1.65339 -0.33721 0.19382
F 0.69414 0.21464 -1.83083
H -1.93453 -2.98278 -0.45895
H -0.55384 0.76345 1.09911
H -0.17186 1.96443 -0.41135
H -1.56233 0.69687 -0.41948
H 2.43829 -0.73866 -0.38049
H 1.96076 0.38005 0.77196
*
```


#x
The following is a DFT calculation (ωB97M-V/def2-TZVPD) of an isolated molecule of C4H6FN.

Computed properties:
**Lowest unoccupied orbital energy**: 0.926 eV
**SMILES string**: [H]/N=C(\C)C(=C)F
**Orbital gap**: 10.94 eV
**Molecular weight**: 87.10 g/mol

Structure (ORCA input):
```
! RIJCOSX wB97M-V def2-TZVPD def2/J DEFGRID3
* xyz 0 1
H 0.12758 2.81746 0.14232
N 0.84761 2.16466 0.32147
C 0.50190 0.98171 0.12472
C -0.77498 0.38681 -0.38757
C 1.76143 -0.20076 0.17060
C 1.54961 -1.49322 0.27189
F 2.88393 0.36604 -0.34881
H -1.53218 0.34740 0.49179
H -0.52665 -0.45208 -0.85610
H -1.27775 1.21766 -0.91565
H 2.36564 -2.12621 -0.03878
H 0.59502 -1.70051 0.73052
*
```


Most stable: #x. Least stable: #w.